(1)
C29H43BN11O3PRhS as an isolated structure. Source: the OMol25 dataset; level of theory: wB97M-V/def2-TZVPD.

Geometry (Å):
Rh (-0.28716, 0.19857, 0.09580)
C (-3.04436, 1.47079, -2.03434)
C (-1.66464, 1.98314, -2.26210)
C (-1.22942, 2.94444, -3.17380)
C (0.14048, 3.01447, -3.00899)
N (0.50375, 2.14910, -2.04936)
N (-0.59814, 1.51174, -1.60483)
B (1.94611, 1.79198, -1.58436)
N (2.17676, 0.30626, -1.90751)
C (3.18698, -0.38747, -2.46006)
C (2.88563, -1.72979, -2.40304)
C (1.64323, -1.80138, -1.76157)
C (0.84298, -3.01391, -1.43176)
N (1.23103, -0.56333, -1.47902)
N (2.10448, 1.90016, -0.01721)
C (2.99425, 2.65288, 0.65718)
C (3.17603, 2.11616, 1.91226)
C (2.35156, 0.98929, 1.96805)
C (2.25638, 0.00947, 3.08060)
N (1.71437, 0.87191, 0.79380)
N (2.85909, 2.78716, -2.25919)
C (3.71641, 2.72456, -3.31441)
C (4.10848, 3.99928, -3.61036)
C (3.43504, 4.82394, -2.67065)
C (3.48372, 6.30492, -2.54397)
N (2.68744, 4.07647, -1.87534)
H (-3.76836, 2.12563, -2.51292)
H (-3.15066, 0.47686, -2.47527)
H (-3.27948, 1.40631, -0.96839)
H (-1.83565, 3.50629, -3.86310)
H (0.85797, 3.63783, -3.51526)
H (4.06817, 0.08514, -2.85525)
H (3.46928, -2.55159, -2.77999)
H (0.80957, -3.69227, -2.28228)
H (1.29969, -3.55632, -0.60247)
H (-0.17851, -2.73722, -1.17133)
H (3.43555, 3.52713, 0.21405)
H (3.82111, 2.48101, 2.69306)
H (2.77187, 0.39352, 3.95720)
H (1.22412, -0.22366, 3.35127)
H (2.73749, -0.91881, 2.78401)
H (3.96977, 1.80182, -3.80551)
H (4.81215, 4.31456, -4.36170)
H (4.29334, 6.71582, -3.14107)
H (2.54670, 6.74230, -2.89451)
H (3.60303, 6.60396, -1.50341)
C (-0.45594, 4.41072, 0.42798)
C (-1.68138, 3.61257, 0.87353)
P (-1.30137, 1.97005, 1.59964)
C (-2.92558, 1.33321, 2.21547)
C (-3.95849, 2.37484, 2.64661)
C (-0.28262, 2.33932, 3.08260)
C (-0.96624, 3.14863, 4.18413)
H (-0.78356, 5.34924, -0.01695)
H (0.13464, 3.87761, -0.31700)
H (0.19349, 4.65266, 1.26956)
H (-2.34711, 3.44063, 0.02402)
H (-2.24063, 4.16803, 1.62782)
H (-2.69050, 0.65145, 3.03858)
H (-3.36280, 0.74030, 1.40983)
H (-3.59386, 3.03089, 3.43318)
H (-4.83465, 1.85183, 3.03047)
H (-4.28775, 2.98075, 1.80450)
H (0.60373, 2.86385, 2.71741)
H (0.05621, 1.38327, 3.48535)
H (-1.36983, 4.08925, 3.81039)
H (-0.23083, 3.38954, 4.95089)
H (-1.76217, 2.58087, 4.66372)
O (2.33297, -3.32170, 1.92867)
S (0.96180, -3.61846, 2.32999)
N (0.03306, -2.31126, 1.68067)
O (-5.44786, 0.54865, 0.11783)
C (-6.06764, -0.48505, 0.86864)
N (-6.22714, -1.71185, 0.13304)
C (-5.26527, -2.64884, -0.08807)
O (-5.43796, -3.64053, -0.75604)
C (-3.91340, -2.44382, 0.55803)
C (-3.45700, -3.37391, 1.50057)
C (-2.15399, -3.32576, 1.93459)
C (-1.30375, -2.34992, 1.40239)
N (-1.76412, -1.41437, 0.54543)
C (-3.04195, -1.47468, 0.12488)
H (-6.06942, 0.88815, -0.53536)
H (-7.04678, -0.16871, 1.22674)
H (-5.41693, -0.65935, 1.72410)
H (-7.09828, -1.87801, -0.35108)
H (-4.13110, -4.12919, 1.88376)
H (-1.77654, -4.03249, 2.66083)
H (0.53522, -1.57417, 1.17904)
H (-3.36264, -0.71990, -0.57917)

Summary:
E_tot = -77099.20888 eV
Gap between HOMO and LUMO (alpha / beta) = 8.2 / 4.4 eV
LUMO level (alpha / beta) = -5.40 / -9.18 eV
HOMO level (alpha / beta) = -13.6 / -13.6 eV
Net charge = +2
Spin multiplicity = 6
Expectation value of S² = 8.764

(2)
One molecule with the formula C16H16ClN3O2. Source: the OMol25 dataset; level of theory: wB97M-V/def2-TZVPD.

Geometry (Å):
C (-0.08743, -1.87330, -2.30264)
C (-1.08626, -1.51511, -1.26152)
C (-1.93902, -2.36425, -0.53550)
C (-2.65258, -1.53764, 0.30580)
C (-3.68655, -1.85060, 1.32384)
N (-2.22496, -0.27900, 0.05115)
C (-2.59742, 0.93867, 0.72307)
C (-1.39728, 1.89394, 0.79723)
C (-1.03252, 2.58646, -0.51020)
C (0.44221, 2.32283, -0.70989)
O (1.15635, 2.78555, -1.55489)
N (0.84492, 1.42040, 0.26658)
C (2.12276, 0.81001, 0.27478)
C (2.22475, -0.56482, 0.44815)
C (3.46792, -1.16781, 0.45076)
C (4.60313, -0.39317, 0.26882)
Cl (6.15732, -1.14664, 0.26741)
C (4.50765, 0.97727, 0.08645)
C (3.26389, 1.58108, 0.09435)
C (-0.15184, 1.09083, 1.16061)
O (-0.04540, 0.32955, 2.08426)
N (-1.27607, -0.26062, -0.89185)
H (0.47702, -0.98881, -2.58572)
H (-0.58594, -2.27436, -3.18451)
H (0.59778, -2.63150, -1.92688)
H (-2.01504, -3.42938, -0.61458)
H (-3.91087, -2.91312, 1.29739)
H (-4.60406, -1.29344, 1.13493)
H (-3.32907, -1.59812, 2.32284)
H (-2.91872, 0.68179, 1.73521)
H (-3.42888, 1.42799, 0.20024)
H (-1.58380, 2.61947, 1.59412)
H (-1.55061, 2.13538, -1.35741)
H (-1.23095, 3.65767, -0.51337)
H (1.33382, -1.15638, 0.58113)
H (3.55715, -2.23381, 0.58791)
H (5.39890, 1.56729, -0.05695)
H (3.17968, 2.64571, -0.05115)

Summary:
E_tot = -37940.76296 eV
Gap between HOMO and LUMO = 9.5 eV
LUMO level = 0.65 eV
HOMO level = -8.8 eV
Spin multiplicity = 1
SMILES = Cc1cc(C)n(C[C@@H]2CC(=O)N(c3ccc(Cl)cc3)C2=O)n1

(3)
One molecule with the formula C23H25F3N2O4. Source: the OMol25 dataset; level of theory: wB97M-V/def2-TZVPD.

Geometry (Å):
C (5.40573, -2.78185, 2.69562)
C (4.15971, -2.43743, 1.95660)
C (2.93795, -2.79151, 2.34908)
C (1.68140, -2.48525, 1.68208)
C (1.60062, -1.81992, 0.46174)
C (0.37066, -1.54821, -0.10130)
C (-0.81227, -1.93476, 0.51277)
O (-1.99651, -1.66472, -0.15147)
C (-2.99211, -0.97031, 0.57709)
C (-2.65994, 0.51619, 0.75854)
O (-3.14363, 1.18950, 1.63827)
N (-1.80816, 0.94785, -0.20512)
C (-1.16651, 2.17089, -0.35520)
C (-1.19632, 3.15356, 0.62091)
C (-0.45371, 4.31464, 0.44599)
C (-0.51572, 5.37763, 1.50222)
F (-1.63251, 6.12759, 1.40624)
F (-0.51028, 4.87744, 2.74781)
F (0.51238, 6.24066, 1.43940)
C (0.32097, 4.49772, -0.68875)
C (0.33258, 3.52396, -1.67179)
C (-0.42152, 2.36484, -1.53931)
N (-0.44447, 1.33793, -2.49913)
C (-1.69522, 1.17132, -3.23365)
C (-1.68914, -0.21280, -3.88548)
O (-0.59111, -0.34968, -4.75808)
C (0.62301, -0.14677, -4.07595)
C (0.67603, 1.23649, -3.41701)
C (-0.75045, -2.63381, 1.73196)
O (-1.93426, -3.03271, 2.28333)
C (-1.91325, -3.73407, 3.50321)
C (0.49119, -2.88442, 2.29424)
H (6.07592, -3.35646, 2.05603)
H (5.18759, -3.36252, 3.58844)
H (5.93296, -1.87306, 2.98640)
H (4.30708, -1.85993, 1.05472)
H (2.83822, -3.36324, 3.26427)
H (2.49454, -1.50510, -0.05125)
H (0.31516, -1.02845, -1.04633)
H (-3.90683, -1.05186, -0.01856)
H (-3.17629, -1.41452, 1.55759)
H (-1.50453, 0.23833, -0.86606)
H (-1.77932, 2.99919, 1.51455)
H (0.90348, 5.39728, -0.80991)
H (0.92558, 3.68297, -2.55814)
H (-2.54825, 1.27544, -2.56376)
H (-1.77783, 1.93544, -4.02329)
H (-2.58246, -0.35620, -4.49493)
H (-1.65141, -0.99048, -3.10666)
H (1.41266, -0.24437, -4.82254)
H (0.75455, -0.92434, -3.30791)
H (1.60770, 1.34266, -2.85901)
H (0.63267, 2.00248, -4.20713)
H (-2.95626, -3.94332, 3.73574)
H (-1.47823, -3.13048, 4.30579)
H (-1.36674, -4.67781, 3.41379)
H (0.55487, -3.41163, 3.23331)

Summary:
E_tot = -43579.20853 eV
Gap between HOMO and LUMO = 8.8 eV
LUMO level = 0.61 eV
HOMO level = -8.2 eV
Spin multiplicity = 1
SMILES = C/C=C/c1ccc(OCC(=O)Nc2cc(C(F)(F)F)ccc2N2CCOCC2)c(OC)c1

(4)
A 2-piece molecular cluster, C4H9O2 overall. Source: the OMol25 dataset; level of theory: wB97M-V/def2-TZVPD.

Geometry (Å):
C (-0.24493, -0.75416, -1.36672)
C (0.93447, -0.70854, -2.34833)
H (0.03178, -1.09764, -0.37637)
H (-0.58726, 0.26285, -1.21759)
H (-1.10672, -1.28451, -1.76536)
H (0.70021, -0.87339, -3.40156)
H (1.71788, -1.42827, -2.07915)
H (1.42221, 0.26161, -2.28778)
C (-0.51432, 0.51367, 2.70930)
C (-0.20983, 1.18951, 1.34912)
O (0.98144, 1.37542, 1.03050)
O (-1.24141, 1.46731, 0.68427)
H (-0.85846, -0.49729, 2.51281)
H (-1.36156, 1.03950, 3.16059)
H (0.33648, 0.53393, 3.39627)

Summary:
E_tot = -8390.30209 eV
Gap between HOMO and LUMO = 8.1 eV
LUMO level = 4.23 eV
HOMO level = -3.9 eV
Net charge = -1
Spin multiplicity = 1

(5)
C12H33NO11S2 as an isolated structure. Source: the OMol25 dataset; level of theory: wB97M-V/def2-TZVPD.

Geometry (Å):
C (-0.20263, 2.35755, -0.18653)
C (1.06687, 1.65850, -0.84493)
S (2.67573, 2.05140, -0.04645)
C (2.68474, 1.39446, 1.67759)
C (1.64041, 0.25273, 1.95454)
O (2.22158, -1.08854, 2.10674)
S (0.91740, -1.95747, 2.63979)
O (-0.02769, -2.21882, 1.52716)
O (1.16162, -3.28112, 3.22084)
O (0.37704, -0.87001, 3.78452)
C (0.91891, 0.42325, 3.37613)
O (-0.29746, 1.23804, 3.24196)
C (-0.76503, 1.49580, 4.49551)
N (-1.10130, 2.00296, 5.49188)
H (0.01878, 2.62038, 0.88444)
H (-1.10864, 1.68195, -0.23449)
H (-0.48483, 3.28196, -0.77443)
H (0.88073, 0.55004, -0.86602)
H (1.09497, 1.99497, -1.92640)
H (2.61610, 2.24542, 2.41876)
H (3.71130, 0.93085, 1.83557)
H (0.73174, 0.16694, 1.27536)
H (1.49260, 0.97009, 4.18594)
C (-0.16681, 0.04297, -4.22076)
O (-0.16065, -0.42896, -2.88303)
H (-0.67573, 1.00658, -4.24909)
H (0.85987, 0.16576, -4.57596)
H (-0.69846, -0.66465, -4.86257)
H (0.29534, -1.28279, -2.88529)
C (-0.58952, 5.66940, 6.09061)
O (-0.10999, 4.54394, 6.80928)
H (-0.25496, 6.57493, 6.59579)
H (-0.19210, 5.65805, 5.07152)
H (-1.68258, 5.65537, 6.06323)
H (-0.41847, 3.75447, 6.34367)
C (2.22315, -3.55565, -4.34421)
O (2.07279, -2.42515, -3.48860)
H (2.06314, -3.23999, -5.37416)
H (3.23253, -3.96171, -4.24316)
H (1.48847, -4.31794, -4.08311)
H (2.21948, -2.73079, -2.58493)
C (-2.36166, -2.63705, -1.35966)
O (-2.51302, -1.50957, -0.51009)
H (-2.52237, -2.32489, -2.39081)
H (-1.35036, -3.04085, -1.25809)
H (-3.09619, -3.40309, -1.09608)
H (-2.36444, -1.81230, 0.39436)
C (-0.27655, -7.10441, -4.89720)
O (0.84439, -6.34071, -5.32461)
H (-0.94056, -6.45836, -4.32418)
H (-0.81361, -7.49413, -5.76534)
H (0.05622, -7.93117, -4.26473)
H (1.41687, -6.93133, -5.82841)
C (-2.61772, 5.13745, 1.31707)
O (-2.58972, 3.76968, 0.93215)
H (-2.46263, 5.75210, 0.43119)
H (-3.58749, 5.38002, 1.75879)
H (-1.82085, 5.33740, 2.03864)
H (-2.72874, 3.24605, 1.73029)

Summary:
E_tot = -58655.26833 eV
Gap between HOMO and LUMO = 9.1 eV
LUMO level = 0.07 eV
HOMO level = -9.0 eV
Spin multiplicity = 1

(6)
A 4-piece molecular cluster, H8O4 overall. Source: the OMol25 dataset; level of theory: wB97M-V/def2-TZVPD.

Geometry (Å):
O (5.84726, -12.91990, -27.02692)
H (6.02034, -12.02932, -26.71071)
H (6.72198, -13.29167, -27.23203)
O (8.31362, -13.93347, -28.07983)
H (9.08010, -13.96847, -27.49961)
H (8.16299, -14.84946, -28.36357)
O (7.31745, -16.71697, -28.11866)
H (7.93411, -17.34391, -27.72740)
H (6.44834, -17.00204, -27.81875)
O (6.99092, -14.53436, -30.73601)
H (7.05015, -13.71682, -30.22889)
H (6.40457, -15.09677, -30.22116)

Summary:
E_tot = -8319.98501 eV
Gap between HOMO and LUMO = 11.2 eV
LUMO level = 0.30 eV
HOMO level = -10.9 eV
Spin multiplicity = 1
SMILES = O.O.O.O